C42H84O14 | ωB97M-V with the def2-TZVPD basis set

Properties
ΔE to the lowest compared entry with this formula, charge and spin (kJ/mol): 122.5
Charge: 0
LUMO energy (eV): 0.22
Energy (eV): -73579.5638

Last column: Mulliken charge in e.
Geometry (Å):
C: 8.918 12.875 12.037  0.091
C: 8.876 11.737 11.083  0.709
O: 7.820 11.233 10.838  -0.491
C: 10.208 11.170 10.617  -1.442
H: 9.515 13.702 11.654  0.324
H: 9.278 12.497 12.994  0.181
H: 7.939 13.291 12.274  -0.449
H: 10.592 11.928 9.935  0.363
H: 10.076 10.232 10.077  0.366
H: 10.932 11.053 11.423  0.349
C: -0.515 17.049 11.656  -1.322
C: 0.832 16.588 11.182  0.911
O: 1.580 15.946 11.952  -0.072
C: 1.329 16.953 9.873  -0.893
H: -0.743 16.638 12.639  0.099
H: -1.280 16.881 10.897  0.426
H: -0.503 18.136 11.735  0.344
H: 2.053 16.245 9.468  0.044
H: 1.732 17.961 9.974  0.077
H: 0.489 17.006 9.180  0.479
C: 6.993 9.152 13.694  -1.234
C: 5.826 10.046 14.060  0.388
O: 5.100 9.795 15.003  -0.568
C: 5.633 11.309 13.287  1.002
H: 6.550 8.156 13.729  0.390
H: 7.696 9.233 14.522  0.288
H: 7.510 9.252 12.739  0.274
H: 5.673 11.140 12.211  0.615
H: 6.398 11.993 13.654  -0.376
H: 4.724 11.894 13.427  -0.758
C: 10.871 17.040 11.208  -1.071
C: 9.656 17.735 10.626  0.685
O: 9.584 18.970 10.583  -0.602
C: 8.610 16.867 10.000  -0.376
H: 11.672 17.714 11.511  0.345
H: 11.197 16.268 10.511  0.429
H: 10.481 16.472 12.053  0.097
H: 8.451 15.922 10.519  -0.131
H: 8.976 16.640 8.998  0.561
H: 7.724 17.485 9.854  0.145
C: 0.824 16.137 15.607  0.873
C: 0.525 15.505 16.981  0.550
O: 0.805 16.035 18.040  -0.577
C: -0.018 14.120 17.003  -0.970
H: 1.670 15.675 15.098  -0.495
H: 1.035 17.195 15.760  -0.533
H: -0.076 16.063 14.997  0.332
H: -1.003 14.188 16.541  0.468
H: -0.203 13.692 17.988  0.382
H: 0.638 13.455 16.442  -0.113
C: 4.344 17.023 13.282  2.118
C: 5.596 16.241 13.319  -0.529
O: 6.314 16.331 12.378  -0.483
C: 5.853 15.377 14.506  2.175
H: 4.510 18.032 13.660  0.522
H: 3.549 16.555 13.862  -0.943
H: 4.122 17.148 12.222  -0.849
H: 6.604 14.600 14.359  -1.801
H: 4.917 14.940 14.854  -0.452
H: 6.235 15.903 15.380  -0.119
C: 9.311 13.924 15.456  -0.034
C: 9.248 14.145 16.965  0.203
O: 10.071 13.603 17.695  -0.628
C: 8.118 14.951 17.534  -0.086
H: 8.336 14.038 14.982  -0.423
H: 9.742 12.988 15.099  0.462
H: 10.006 14.638 15.015  0.316
H: 8.002 15.891 16.995  -0.056
H: 8.341 15.250 18.558  0.434
H: 7.229 14.322 17.471  -0.045
C: 1.856 19.684 14.232  -0.334
C: 2.879 20.764 14.508  0.739
O: 4.041 20.728 14.047  -0.498
C: 2.462 21.989 15.332  -1.354
H: 2.393 18.804 13.879  -0.388
H: 1.185 20.146 13.508  0.478
H: 1.301 19.387 15.122  0.329
H: 1.531 22.402 14.945  0.375
H: 3.252 22.740 15.313  0.340
H: 2.260 21.789 16.384  0.298
C: 8.274 19.094 14.836  -0.278
C: 9.707 18.534 15.090  0.752
O: 9.854 17.545 15.791  -0.549
C: 10.801 19.311 14.415  -1.064
H: 7.584 18.358 15.248  -0.145
H: 8.013 19.177 13.781  -0.042
H: 8.038 20.005 15.386  0.469
H: 11.763 18.894 14.711  0.308
H: 10.639 20.338 14.744  0.389
H: 10.646 19.232 13.339  0.137
C: 3.003 18.481 18.320  -0.910
C: 4.399 18.413 17.700  0.799
O: 4.500 17.884 16.580  -0.189
C: 5.609 18.937 18.417  -1.063
H: 2.831 19.415 18.855  0.449
H: 2.936 17.621 18.986  0.279
H: 2.200 18.300 17.606  -0.032
H: 6.142 18.031 18.704  0.185
H: 5.339 19.402 19.365  0.387
H: 6.222 19.599 17.805  0.248
C: 4.174 12.158 17.152  -0.621
C: 4.568 13.283 18.153  0.294
O: 5.313 13.114 19.081  -0.597
C: 3.865 14.628 17.992  -0.231
H: 4.639 11.262 17.565  0.402
H: 4.587 12.445 16.185  -0.160
H: 3.097 12.017 17.069  0.330
H: 4.580 15.301 18.466  0.197
H: 2.926 14.782 18.524  0.484
H: 3.769 14.869 16.934  -0.111
C: 2.126 11.172 13.140  -1.428
C: 1.936 12.647 13.478  0.597
O: 2.923 13.360 13.637  0.415
C: 0.502 13.186 13.559  -1.130
H: 2.692 11.005 12.224  0.335
H: 1.168 10.660 13.048  0.406
H: 2.777 10.692 13.871  0.201
H: 0.548 14.273 13.634  -0.206
H: 0.059 12.830 14.490  0.372
H: -0.053 12.886 12.671  0.507
C: 6.059 14.495 9.698  -0.554
C: 4.558 14.580 9.555  0.280
O: 4.038 15.026 8.570  -0.637
C: 3.696 13.892 10.630  -0.451
H: 6.427 14.645 10.713  -0.336
H: 6.567 15.179 9.019  0.320
H: 6.372 13.461 9.549  0.497
H: 2.623 13.842 10.449  0.343
H: 3.994 14.366 11.566  -0.137
H: 4.114 12.886 10.650  0.519
C: 6.247 20.646 11.151  -0.053
C: 5.512 20.061 9.934  0.459
O: 5.986 20.046 8.818  -0.605
C: 4.157 19.511 10.076  -0.299
H: 6.985 19.887 11.410  -0.288
H: 5.569 20.694 12.003  -0.122
H: 6.693 21.625 10.980  0.461
H: 3.424 20.204 10.488  0.427
H: 4.178 18.618 10.700  -0.321
H: 3.733 19.297 9.095  0.434

=====

C2H5BrNO | ωB97M-V with the def2-TZVPD basis set

Properties
ΔE to the lowest compared entry with this formula, charge and spin (kJ/mol): 66.0
Charge: +1
LUMO energy (eV): -4.77
Energy (eV): -75726.8763

Last column: natural (NBO) charge in e.
Geometry (Å):
N: -0.532 -0.269 0.946  -0.732
C: -0.319 0.364 -0.155  0.713
O: -1.018 1.487 -0.367  -0.584
C: 0.947 -0.339 -0.984  -0.517
Br: 2.241 -0.956 0.381  0.124
H: -0.018 -1.044 1.387  0.461
H: -1.194 -0.003 1.772  0.444
H: -1.782 1.607 0.208  0.523
H: 0.305 -1.196 -1.425  0.278
H: 1.371 0.348 -1.763  0.290

=====

C8H38O15 | ωB97M-V with the def2-TZVPD basis set

Properties
ΔE to the lowest compared entry with this formula, charge and spin (kJ/mol): 303.8
Charge: 0
LUMO energy (eV): -0.28
Energy (eV): -39620.9724

Last column: natural (NBO) charge in e.
Geometry (Å):
O: 3.267 -3.610 4.412  -0.713
C: 2.516 -2.447 4.514  -0.076
C: 2.857 -1.428 3.334  -0.079
O: 1.969 -0.305 3.460  -0.765
H: 3.727 -3.642 5.283  0.476
H: 1.474 -2.626 4.627  0.155
H: 2.790 -1.884 5.392  0.164
H: 2.564 -1.868 2.378  0.144
H: 3.814 -1.068 3.268  0.165
H: 2.067 0.168 2.611  0.499
O: -2.114 2.430 -2.552  -0.729
C: -3.424 2.377 -2.292  -0.070
C: -3.886 0.900 -2.030  -0.073
O: -3.183 0.395 -0.929  -0.703
H: -1.924 3.351 -2.748  0.480
H: -3.596 3.030 -1.448  0.165
H: -4.051 2.706 -3.160  0.133
H: -3.671 0.491 -2.939  0.142
H: -4.914 0.850 -1.866  0.183
H: -2.271 0.325 -1.167  0.474
O: -0.861 -1.210 -1.790  -0.755
C: -1.118 -1.134 -3.146  -0.108
C: 0.137 -1.574 -3.883  -0.090
O: 0.331 -2.989 -3.673  -0.750
H: -0.934 -2.146 -1.499  0.502
H: -2.095 -1.686 -3.513  0.178
H: -1.298 -0.106 -3.444  0.199
H: 1.005 -1.035 -3.612  0.188
H: -0.133 -1.564 -4.946  0.174
H: -0.262 -3.536 -4.202  0.476
O: 0.597 1.221 -1.296  -0.779
C: 1.181 1.721 -2.472  -0.077
C: 2.086 2.930 -2.181  -0.084
O: 2.595 3.435 -3.396  -0.707
H: 0.178 0.379 -1.607  0.497
H: 1.758 0.921 -2.976  0.142
H: 0.358 2.017 -3.150  0.178
H: 2.900 2.669 -1.505  0.168
H: 1.435 3.699 -1.710  0.184
H: 3.535 3.109 -3.382  0.470
O: -2.053 -1.986 1.216  -0.935
H: -1.112 -2.208 1.318  0.473
H: -2.354 -2.317 0.409  0.452
O: -0.326 0.708 1.259  -0.963
H: -0.165 0.679 0.340  0.485
H: -0.186 -0.194 1.476  0.504
O: -0.755 -1.934 4.197  -0.936
H: -0.473 -2.640 4.790  0.455
H: 0.075 -1.504 3.878  0.481
O: -2.298 1.081 3.062  -0.952
H: -3.084 0.769 2.647  0.458
H: -1.661 0.977 2.353  0.475
O: 2.415 1.401 1.289  -0.940
H: 3.048 0.844 0.826  0.464
H: 1.622 1.424 0.781  0.496
O: 0.664 -1.981 0.917  -0.967
H: 0.764 -2.887 1.261  0.495
H: 1.220 -1.956 0.125  0.492
O: -0.444 3.162 2.275  -0.954
H: 0.023 2.903 3.099  0.466
H: -0.321 2.391 1.717  0.472

=====

C5H6Cl2NdO4RhS | ωB97M-V with the def2-TZVPD basis set

Properties
<S²>: 15.77
ΔE to the lowest compared entry with this formula, charge and spin (kJ/mol): 131.4
Charge: +4
LUMO energy (alpha / beta) (eV): -16.21 / -20.42
Energy (eV): -67584.7855
Multiplicity: 8

Last column: Löwdin spin population.
Geometry (Å):
Rh: -0.920 -4.017 -3.206  2.247
Nd: 0.335 -1.673 -1.369  3.081
Cl: 1.454 -3.658 -2.620  0.157
Cl: -1.972 -2.972 -1.306  0.165
C: -0.779 0.734 -0.994  -0.004
C: -0.266 -4.918 -4.676  0.133
C: -2.628 -4.173 -3.864  0.128
O: -1.266 1.705 -0.617  0.001
O: 0.071 -5.505 -5.623  0.059
O: -3.742 -4.238 -4.194  0.051
C: 1.179 0.338 2.414  0.085
S: 2.440 -0.276 1.271  0.398
C: 3.229 -1.465 2.361  0.083
O: 1.569 -1.224 0.358  0.377
H: 1.691 0.984 3.132  0.001
H: 0.677 -0.503 2.902  0.016
H: 0.480 0.935 1.829  0.001
H: 2.514 -2.189 2.772  0.017
H: 4.014 -1.963 1.786  0.002
H: 3.720 -0.884 3.152  0.003

=====

C34H31AuO3STe | ωB97M-V with the def2-TZVPD basis set

Properties
<S²>: 2.06
ΔE to the lowest compared entry with this formula, charge and spin (kJ/mol): 82.8
Charge: +2
LUMO energy (alpha / beta) (eV): -4.72 / -8.16
Energy (eV): -63705.4944
Multiplicity: 3

Last column: Löwdin spin population.
Geometry (Å):
Au: -5.722 13.479 19.074  0.002
C: -6.648 17.845 19.346  0.005
C: -6.698 16.268 19.754  0.018
O: -5.997 15.539 19.110  0.016
C: -7.631 15.836 20.829  0.139
C: -8.981 16.146 20.788  -0.005
C: -9.825 15.631 21.800  0.231
C: -9.261 15.051 22.935  -0.003
C: -7.951 14.769 23.018  0.148
C: -7.075 15.118 21.956  0.043
O: -5.805 14.961 21.935  0.395
H: -5.743 18.271 19.715  0.000
H: -7.554 18.288 19.792  0.000
H: -6.672 17.803 18.252  0.001
H: -9.292 16.645 19.865  -0.004
H: -10.927 15.677 21.725  0.010
H: -9.976 14.702 23.684  -0.003
H: -7.463 14.332 23.884  0.006
O: -5.665 11.501 18.464  0.000
S: -4.271 10.826 18.247  0.000
C: -4.707 9.440 17.142  0.000
C: -5.984 8.749 17.474  0.000
C: -5.894 7.496 18.065  0.000
C: -7.067 6.767 18.205  0.000
C: -8.243 7.227 17.752  0.000
C: -8.324 8.528 17.236  0.000
C: -7.200 9.281 17.070  0.000
C: -4.033 10.016 19.809  0.000
C: -3.905 11.094 20.886  0.000
C: -4.895 11.175 21.887  0.000
C: -4.914 12.146 22.833  0.001
C: -3.876 13.096 22.789  0.001
C: -2.894 13.100 21.791  0.000
C: -2.883 12.082 20.844  0.000
H: -3.782 8.810 17.232  0.000
H: -4.594 9.864 16.165  0.000
H: -4.995 6.978 18.291  0.000
H: -6.917 5.772 18.666  0.000
H: -9.177 6.630 17.789  0.000
H: -9.268 8.865 16.866  0.000
H: -7.228 10.272 16.614  0.000
H: -3.160 9.410 19.733  0.000
H: -4.914 9.368 20.026  0.000
H: -5.650 10.409 21.904  0.000
H: -5.638 12.092 23.611  0.000
H: -3.763 13.894 23.536  0.000
H: -2.121 13.801 21.930  0.000
H: -2.158 11.998 19.995  0.000
Te: -0.614 16.115 12.204  0.619
C: 0.905 15.831 10.785  0.062
C: 0.842 14.844 9.791  0.028
C: 1.869 14.581 8.890  -0.002
C: 3.065 15.331 9.017  0.041
C: 3.145 16.298 9.993  -0.001
C: 2.099 16.509 10.863  0.034
C: -0.537 18.147 12.471  0.065
C: -0.963 18.511 13.758  0.051
C: -1.060 19.822 14.132  -0.002
C: -0.717 20.831 13.247  0.063
C: -0.353 20.464 11.957  0.000
C: -0.186 19.162 11.567  0.035
H: -0.091 14.239 9.762  0.002
H: 1.822 13.775 8.191  -0.001
H: 3.845 15.069 8.329  0.002
H: 4.010 16.947 9.997  -0.001
H: 2.192 17.259 11.618  0.000
H: -1.325 17.696 14.377  0.003
H: -1.501 19.997 15.081  -0.001
H: -0.974 21.894 13.380  0.003
H: -0.196 21.216 11.175  -0.001
H: 0.189 18.948 10.569  0.000

=====

C3H5NOS3 | ωB97M-V with the def2-TZVPD basis set

Properties
ΔE to the lowest compared entry with this formula, charge and spin (kJ/mol): 258.4
Charge: 0
LUMO energy (eV): -0.52
Energy (eV): -39232.5714

Last column: natural (NBO) charge in e.
Geometry (Å):
O: 0.988 0.623 1.517  -0.602
N: 2.104 0.203 0.765  -0.146
C: 1.867 0.356 -0.469  -0.131
S: 0.464 0.708 -1.441  0.287
C: -1.105 0.620 -0.440  -0.609
C: -1.583 -0.812 -0.648  -0.285
S: -2.609 -1.377 -1.835  0.005
S: -0.854 -2.049 0.363  0.107
H: 1.254 0.643 2.396  0.483
H: 2.572 0.022 -1.199  0.224
H: -0.957 0.899 0.580  0.265
H: -1.923 1.319 -0.816  0.263
H: -0.216 -1.155 1.227  0.139